Density functional theory data (ωB97M-V/def2-TZVPD) for C3H5NO in the gas phase.

Each line ends with the Löwdin charge.
Geometry (Å):
O 0.51 -1.58 1.03  -0.053
N -0.96 0.06 0.07  -0.038
C -0.97 1.26 -0.49  -0.001
C 1.38 -0.77 0.21  -0.131
C -0.03 -0.94 -0.10  -0.280
H 2.12 -1.31 -0.37  0.099
H 1.74 0.14 0.71  0.107
H -1.83 -0.25 0.51  0.158
H -1.91 1.77 -0.66  0.063
H -0.04 1.62 -0.91  0.074

The calculation puts the highest occupied orbital energy (alpha / beta) at -7.166 / -7.598 eV. The value obtained for the total energy is -247.14857 Ha. For the HOMO-LUMO gap (alpha / beta), the calculation gives 7.550 / 8.285 eV.

Density functional theory data (ωB97M-V/def2-TZVPD) for C13H7N3O in the gas phase.

Each line ends with the Löwdin charge.
Geometry (Å):
O -0.23 -0.96 -0.64  0.134
N 1.87 3.42 0.97  0.169
N 1.28 -0.08 0.68  0.253
N 2.96 -1.84 0.49  0.140
C 0.13 -0.01 0.24  -0.346
C -2.95 2.85 0.43  -0.032
C 1.13 -2.96 -1.39  0.026
C -3.31 1.48 0.26  -0.051
C -0.52 2.35 0.75  -0.195
C 1.77 -1.30 0.18  -0.245
C 0.74 3.00 0.89  -0.139
C 0.81 -1.82 -0.66  -0.192
C -2.24 0.64 0.26  0.001
C -1.61 3.21 0.72  -0.024
C 3.21 -2.98 -0.09  -0.148
C -0.84 1.05 0.48  -0.051
C 2.39 -3.54 -1.12  -0.041
H -4.34 1.21 0.13  0.108
H -1.36 4.27 0.70  0.120
H 2.68 -4.47 -1.60  0.103
H 0.41 -3.31 -2.13  0.115
H -3.70 3.54 0.28  0.077
H -2.46 -0.41 0.10  0.117
H 4.22 -3.32 0.05  0.100

The calculation puts the highest occupied orbital energy at -9.089 eV. The value obtained for the total energy is -739.05615 Ha. For the HOMO-LUMO gap, the calculation gives 8.566 eV. As for the structure (SMILES): N#Cc1ccccc1-c1nc2ncccc2o1.

Density functional theory data (ωB97M-V/def2-TZVPD) for a molecular structure, C25H29IN3O4PbS.

Each line ends with the Löwdin charge.
Geometry (Å):
Pb 0.60 -0.48 0.30  1.361
I -0.56 -3.54 1.94  1.031
S 3.08 0.52 1.22  0.861
O -1.25 -3.22 -3.03  0.170
O -0.98 -2.42 -0.93  -0.177
O 2.00 0.07 -1.63  -0.176
O 0.08 1.16 -1.50  -0.143
N 0.28 1.98 1.34  -0.146
N 1.62 -2.76 -0.87  -0.055
N 0.72 -0.18 3.24  -0.146
C 2.76 2.30 1.51  -0.388
C -2.58 -3.14 1.47  -0.563
C 1.68 1.94 -3.09  -0.152
C -4.13 -0.72 -1.68  -0.037
C 3.47 2.91 -4.37  -0.068
C 1.20 3.66 -4.70  -0.068
C 3.03 2.01 -3.41  -0.020
C -4.41 -1.98 0.36  -0.147
C -0.56 -2.98 -2.10  -0.450
C -2.30 -1.98 -0.80  -0.234
C 0.94 -3.22 -2.08  -0.121
C -2.80 -1.16 -1.76  0.012
C -3.04 -2.38 0.35  -0.114
C -5.27 -2.43 1.40  -0.020
C 1.43 2.81 0.96  -0.251
C 3.18 -0.14 2.93  -0.420
C -4.92 -1.15 -0.66  -0.020
C 2.55 3.74 -5.02  -0.072
C -3.44 -3.56 2.44  -0.169
C 1.22 1.00 -2.03  -0.642
C -0.12 2.11 2.76  -0.185
C -0.37 0.77 3.45  -0.207
C -4.81 -3.23 2.39  -0.060
C 0.76 2.77 -3.73  -0.019
C 2.01 0.18 3.84  -0.260
H 2.17 -0.34 4.79  0.130
H 2.84 2.46 2.58  0.074
H -5.97 -0.85 -0.61  0.121
H -5.47 -3.58 3.17  0.115
H 2.57 -2.51 -1.10  0.088
H 3.73 1.35 -2.91  0.115
H -3.07 -4.14 3.28  0.084
H 0.67 2.65 3.29  0.109
H 3.29 -1.21 2.78  0.080
H 0.43 -1.10 3.56  0.051
H -4.53 -0.07 -2.45  0.118
H 1.08 -4.29 -2.27  0.139
H -1.28 0.32 3.05  0.117
H 2.89 4.43 -5.77  0.109
H 1.65 -3.51 -0.18  0.039
H 2.01 1.24 4.08  0.100
H 4.11 0.23 3.37  0.087
H -0.50 2.22 0.73  0.110
H -1.02 2.71 2.86  0.130
H -0.55 0.97 4.51  0.126
H -2.18 -0.87 -2.59  0.133
H 0.49 4.30 -5.21  0.108
H 4.52 2.97 -4.63  0.107
H -0.29 2.70 -3.47  0.116
H 1.33 -2.70 -2.95  0.141
H 3.57 2.84 1.03  0.087
H 1.46 2.83 -0.13  0.108
H 1.31 3.84 1.30  0.131
H -6.31 -2.12 1.37  0.122

As for the charge: +1. The calculation puts the highest occupied orbital energy at -10.835 eV. The value obtained for the total energy is -2323.89739 Ha. For the HOMO-LUMO gap, the calculation gives 8.284 eV.

Density functional theory data (ωB97M-V/def2-TZVPD) for C12H19N3OS in the gas phase.

Each line ends with the Löwdin charge.
Geometry (Å):
S 0.75 -1.66 -0.41  1.089
O 3.64 -1.84 1.10  0.050
N -1.76 -0.66 -0.48  0.019
N 4.27 -0.21 -0.34  -0.153
N -0.04 0.68 0.36  0.098
C -5.23 -0.25 -0.45  -0.196
C 3.98 0.77 -1.35  -0.054
C -3.54 -0.34 1.22  -0.140
C 1.31 0.65 0.55  -0.388
C 3.34 -0.92 0.35  -0.506
C -0.49 -0.42 -0.13  -0.621
C -2.85 0.20 -0.05  -0.308
C 5.67 -0.51 -0.15  -0.039
C 1.98 1.84 1.14  -0.020
C 1.93 -0.51 0.17  -0.428
C -4.73 -1.12 0.70  -0.199
C -3.95 0.24 -1.13  -0.133
H -2.39 1.17 0.13  0.134
H 1.42 2.16 2.02  0.083
H 5.75 -1.27 0.62  0.085
H 1.99 2.66 0.43  0.083
H 4.33 1.76 -1.04  0.092
H 2.91 0.82 -1.54  0.088
H -3.88 0.50 1.83  0.116
H -4.41 -2.10 0.33  0.109
H 3.00 1.60 1.44  0.079
H -5.88 -0.80 -1.14  0.105
H 6.10 -0.90 -1.08  0.092
H 6.20 0.39 0.15  0.092
H -5.79 0.59 -0.05  0.109
H -5.49 -1.28 1.46  0.106
H 4.49 0.50 -2.28  0.092
H -3.67 -0.42 -1.95  0.109
H -2.86 -0.93 1.82  0.114
H -2.01 -1.62 -0.69  0.132
H -4.07 1.24 -1.54  0.108

The calculation puts the highest occupied orbital energy at -7.807 eV. The value obtained for the total energy is -1106.37638 Ha. For the HOMO-LUMO gap, the calculation gives 8.422 eV. As for the structure (SMILES): Cc1nc(NC2CCCC2)sc1C(=O)N(C)C.

What did the first record say?
Density functional theory data (ωB97M-V/def2-TZVPD) for C3H5NO in the gas phase.

Each line ends with the Löwdin charge.
Geometry (Å):
O 0.51 -1.58 1.03  -0.053
N -0.96 0.06 0.07  -0.038
C -0.97 1.26 -0.49  -0.001
C 1.38 -0.77 0.21  -0.131
C -0.03 -0.94 -0.10  -0.280
H 2.12 -1.31 -0.37  0.099
H 1.74 0.14 0.71  0.107
H -1.83 -0.25 0.51  0.158
H -1.91 1.77 -0.66  0.063
H -0.04 1.62 -0.91  0.074

The calculation puts the highest occupied orbital energy (alpha / beta) at -7.166 / -7.598 eV. The value obtained for the total energy is -247.14857 Ha. For the HOMO-LUMO gap (alpha / beta), the calculation gives 7.550 / 8.285 eV.

What is the formula in the first record?
C3H5NO